# C3H4N2O3

A structure of composition C3H4N2O3 in a non-equilibrium geometry (ωB97M-V/def2-TZVPD, the OMol25 dataset).

Element x y z (Å)
N (2.4451, -1.0720, -0.1112)
O (1.9850, 1.8914, 0.1441)
H (0.9549, -1.0738, 1.3980)
H (-1.2671, 0.9732, -1.0500)
H (-0.7812, 1.2157, 0.6801)
C (-0.6214, 0.7493, -0.2280)
O (2.8762, -2.1628, 0.0730)
H (0.8161, -0.1115, -1.4395)
O (3.0990, -0.1064, -0.7248)
N (2.6891, 1.0671, 0.5372)
C (1.3292, -0.5982, 0.4764)
C (0.4475, 0.0807, -0.5008)

Computed properties:
- gap between HOMO and LUMO (alpha / beta) (eV) = 8.06 / 8.05
- E_LUMO (alpha / beta) (eV) = -0.8 / -0.8
- energy relative to the best compared isomer or geometry (same formula, charge and spin) (kcal per mole) = 204.5
- 2S+1 = 1

Atom charges from the natural (NBO) analysis, given in e for atoms 1 to 8: atom 1 (N): 0.45, atom 2 (O): -0.20, atom 3 (H): 0.24, atom 4 (H): 0.20, atom 5 (H): 0.20, atom 6 (C): -0.35, atom 7 (O): -0.35, atom 8 (H): 0.21

=====

# C3H4N2O3

An isolated molecule of C3H4N2O3 in a non-equilibrium geometry (ωB97M-V/def2-TZVPD, the OMol25 dataset).

Element x y z (Å)
H (-1.9606, 1.8074, 0.0277)
C (2.5495, -0.8988, -0.0846)
C (-2.3428, -0.2971, 0.0123)
N (1.8052, 0.1133, 0.1340)
N (-1.4808, 0.8287, -0.1313)
H (3.6973, -0.9556, -0.1868)
O (0.4961, 2.1703, 0.0913)
C (-0.1156, 1.1555, -0.1014)
H (2.3016, -1.9356, -0.4798)
O (0.3816, -0.1230, 0.4023)
H (-1.7627, -1.3779, 0.2538)
O (-3.5689, -0.4873, 0.0625)

Computed properties:
- gap between HOMO and LUMO (eV) = 10.40
- E_LUMO (eV) = 0.2
- SMILES = C=NOC(=O)NC=O
- energy relative to the best compared isomer or geometry (same formula, charge and spin) (kcal per mole) = 114.7
- 2S+1 = 1

Atom charges from the natural (NBO) analysis, given in e for atoms 1 to 8: atom 1 (H): 0.42, atom 2 (C): -0.11, atom 3 (C): 0.55, atom 4 (N): -0.13, atom 5 (N): -0.70, atom 6 (H): 0.21, atom 7 (O): -0.50, atom 8 (C): 0.90

=====

# C3H4N2O3

An isolated molecule of C3H4N2O3 in a non-equilibrium geometry (ωB97M-V/def2-TZVPD, the OMol25 dataset).

Element x y z (Å)
H (1.7041, -1.7698, 0.6047)
H (1.0610, 2.5316, -0.1216)
H (2.4786, -0.3204, -0.1256)
C (0.3636, -0.3664, -0.2298)
N (0.0786, 1.0305, -0.4978)
C (-1.8670, -0.0148, -0.0225)
H (-0.8563, -1.9305, 0.2377)
O (-1.3681, 1.1797, -0.4148)
O (-3.0041, -0.2793, 0.1262)
C (-0.7014, -0.8944, 0.0690)
O (0.4962, 1.8400, 0.5240)
N (1.6147, -1.0063, -0.1495)

Computed properties:
- gap between HOMO and LUMO (eV) = 9.91
- E_LUMO (eV) = 0.3
- SMILES = Nc1cc(=O)on1O
- energy relative to the best compared isomer or geometry (same formula, charge and spin) (kcal per mole) = 112.9
- 2S+1 = 1

Atom charges from the natural (NBO) analysis, given in e for atoms 1 to 8: atom 1 (H): 0.41, atom 2 (H): 0.49, atom 3 (H): 0.40, atom 4 (C): 0.33, atom 5 (N): 0.08, atom 6 (C): 0.75, atom 7 (H): 0.22, atom 8 (O): -0.35

=====

# C3H4N2O3

An isolated molecule of C3H4N2O3 in a non-equilibrium geometry (ωB97M-V/def2-TZVPD, the OMol25 dataset).

Element x y z (Å)
H (0.5131, -2.2165, -1.9365)
N (2.0228, 1.5135, 0.9171)
O (-0.3423, -1.8628, -1.4092)
C (-1.0249, -0.1668, 0.2714)
C (-0.1689, -0.8515, -0.6530)
N (1.2071, -0.4448, -0.3213)
C (1.0813, 0.5415, 0.4511)
H (2.9197, 1.7234, 0.3580)
H (-2.7999, -0.1168, 0.8173)
O (-2.3763, 0.1736, 0.0606)
H (1.4244, 2.3700, 1.4494)
O (-0.2804, 0.8917, 0.6892)

Computed properties:
- gap between HOMO and LUMO (eV) = 8.34
- E_LUMO (eV) = 0.6
- SMILES = Nc1nc(O)c(O)o1
- energy relative to the best compared isomer or geometry (same formula, charge and spin) (kcal per mole) = 72.3
- 2S+1 = 1

Atom charges from the natural (NBO) analysis, given in e for atoms 1 to 8: atom 1 (H): 0.52, atom 2 (N): -0.87, atom 3 (O): -0.65, atom 4 (C): 0.31, atom 5 (C): 0.41, atom 6 (N): -0.57, atom 7 (C): 0.67, atom 8 (H): 0.43

=====

# C3H4N2O5S2

A cluster of 2 separate species, C3H4N2O5S2 in total in a non-equilibrium geometry (ωB97M-V/def2-TZVPD, the OMol25 dataset).

Element x y z (Å)
C (1.4666, -0.7907, 0.3546)
S (5.0410, -0.0487, 0.1697)
N (2.2936, -1.5309, 0.6453)
O (0.6156, 0.9204, -1.0631)
H (-1.2531, -1.5845, -0.8413)
C (-0.9935, -0.7574, -0.1117)
S (0.3517, 2.2095, -0.0048)
N (1.3725, 3.3115, 0.1488)
H (-1.7337, 0.0552, -0.2563)
O (-0.9168, 2.7307, -0.3002)
O (0.2872, 0.9407, 1.0718)
O (5.0505, -0.6360, -1.1290)
H (-1.0152, -1.2065, 0.9233)
C (0.3449, 0.0386, -0.0555)
H (2.2467, 2.8019, 0.2354)
O (4.1213, 1.0237, 0.3620)

Computed properties:
- gap between HOMO and LUMO (eV) = 10.18
- E_LUMO (eV) = -1.2
- energy relative to the best compared isomer or geometry (same formula, charge and spin) (kcal per mole) = 2.0
- 2S+1 = 1

Atom charges from the natural (NBO) analysis, given in e for atoms 1 to 8: atom 1 (C): 0.25, atom 2 (S): 1.69, atom 3 (N): -0.29, atom 4 (O): -0.63, atom 5 (H): 0.26, atom 6 (C): -0.65, atom 7 (S): 2.31, atom 8 (N): -1.00

=====

# C3H4N2OP

A cluster of 2 separate species, C3H4N2OP in total in a non-equilibrium geometry (ωB97M-V/def2-TZVPD, the OMol25 dataset).

Element x y z (Å)
H (-1.3648, 0.5261, -1.2100)
C (-0.7259, 0.5374, -0.4002)
C (1.0979, 0.2323, 0.6615)
O (0.9197, -2.4974, -2.5227)
N (0.6137, 0.2970, -0.5021)
C (-1.0046, 0.7440, 0.8915)
H (2.2173, 0.0684, 0.9067)
H (-2.0590, 0.9987, 1.2930)
P (-0.1547, -2.0183, -3.2782)
N (0.1245, 0.4856, 1.5828)
H (0.3359, 0.6263, 2.5778)

Computed properties:
- gap between HOMO and LUMO (eV) = 4.31
- E_LUMO (eV) = -8.0
- net charge = +1
- energy relative to the best compared isomer or geometry (same formula, charge and spin) (kcal per mole) = 65.7
- 2S+1 = 1

Atom charges from the natural (NBO) analysis, given in e for atoms 1 to 8: atom 1 (H): 0.19, atom 2 (C): -0.15, atom 3 (C): 0.18, atom 4 (O): -0.78, atom 5 (N): -0.51, atom 6 (C): -0.06, atom 7 (H): 0.22, atom 8 (H): 0.24

=====

# C3H4N2OS

An isolated molecule of C3H4N2OS in a non-equilibrium geometry (ωB97M-V/def2-TZVPD, the OMol25 dataset).

Element x y z (Å)
S (2.3247, 0.5211, -0.9365)
N (-0.9704, -1.1234, 0.1675)
O (-2.2658, 0.3793, -0.7303)
H (3.4729, 0.2440, -0.3719)
H (1.5177, -0.4086, 1.2579)
C (-0.3418, 0.0807, 0.1807)
C (-2.1103, -0.8337, -0.3230)
N (-1.0359, 1.0022, -0.3692)
H (1.2621, 1.3297, 1.1030)
C (1.1691, 0.3723, 0.5238)
H (-3.0223, -1.5638, -0.5020)

Computed properties:
- gap between HOMO and LUMO (eV) = 10.22
- E_LUMO (eV) = 0.8
- SMILES = SCc1ncon1
- energy relative to the best compared isomer or geometry (same formula, charge and spin) (kcal per mole) = 51.7
- 2S+1 = 1

Atom charges from the natural (NBO) analysis, given in e for atoms 1 to 8: atom 1 (S): -0.02, atom 2 (N): -0.51, atom 3 (O): -0.28, atom 4 (H): 0.12, atom 5 (H): 0.25, atom 6 (C): 0.30, atom 7 (C): 0.38, atom 8 (N): -0.15

=====

# C3H4N2OS

A structure of composition C3H4N2OS in a non-equilibrium geometry (ωB97M-V/def2-TZVPD, the OMol25 dataset).

Element x y z (Å)
S (2.2133, 0.7933, 0.0087)
N (1.8439, -0.8441, 0.0290)
H (-2.1258, 0.6303, -1.0998)
O (-0.0464, -2.2117, 0.0378)
N (0.7256, 1.3409, -0.0541)
C (-0.1807, 0.4604, 0.0055)
C (-1.6064, 0.6951, -0.0865)
H (-1.9146, 1.6547, 0.2174)
H (-2.1272, -0.0138, 0.6735)
H (2.6955, -1.3558, 0.2450)
C (0.5228, -1.1493, 0.0234)

Computed properties:
- gap between HOMO and LUMO (eV) = 9.10
- E_LUMO (eV) = 0.5
- energy relative to the best compared isomer or geometry (same formula, charge and spin) (kcal per mole) = 37.3
- 2S+1 = 1

Atom charges from the natural (NBO) analysis, given in e for atoms 1 to 8: atom 1 (S): 0.72, atom 2 (N): -0.80, atom 3 (H): 0.25, atom 4 (O): -0.58, atom 5 (N): -0.60, atom 6 (C): 0.17, atom 7 (C): -0.68, atom 8 (H): 0.24

=====

# C3H4N2OS

An isolated molecule of C3H4N2OS in a non-equilibrium geometry (ωB97M-V/def2-TZVPD, the OMol25 dataset).

Element x y z (Å)
H (-0.0026, -1.9607, -0.2072)
O (-2.5123, -0.5091, -0.0730)
N (0.4300, 1.2803, -0.0904)
C (-0.0426, -0.8787, -0.0885)
S (2.7263, -0.0700, -0.0681)
C (0.9586, 0.0214, -0.0682)
N (-0.9347, 1.2060, -0.0702)
H (-3.0206, 0.2227, 0.3411)
H (2.7558, -1.3783, 0.3318)
H (0.8727, 2.1732, 0.0729)
C (-1.2306, -0.1068, -0.0801)

Computed properties:
- gap between HOMO and LUMO (eV) = 9.29
- E_LUMO (eV) = 0.7
- SMILES = Oc1cc(S)[nH]n1
- energy relative to the best compared isomer or geometry (same formula, charge and spin) (kcal per mole) = 25.0
- 2S+1 = 1

Atom charges from the natural (NBO) analysis, given in e for atoms 1 to 8: atom 1 (H): 0.24, atom 2 (O): -0.66, atom 3 (N): -0.37, atom 4 (C): -0.41, atom 5 (S): 0.03, atom 6 (C): 0.03, atom 7 (N): -0.35, atom 8 (H): 0.50

=====

# C3H4N2OS

A cluster of 2 separate species, C3H4N2OS in total in a non-equilibrium geometry (ωB97M-V/def2-TZVPD, the OMol25 dataset).

Element x y z (Å)
N (0.2438, 0.1279, -1.1942)
C (-0.9025, -0.3495, 0.6719)
N (1.2837, 0.0413, -0.2647)
C (-0.9402, -0.2143, -0.7190)
C (0.5372, -0.3413, 0.7827)
O (0.3161, 0.7300, -2.5526)
S (1.4835, -0.3568, 2.2914)
H (1.0727, 2.0693, -2.2573)
H (-1.8937, -0.0484, -1.1964)
H (0.5103, -1.1594, 2.9917)
H (-1.7108, -0.4989, 1.4466)

Computed properties:
- gap between HOMO and LUMO (eV) = 7.09
- E_LUMO (eV) = -1.5
- energy relative to the best compared isomer or geometry (same formula, charge and spin) (kcal per mole) = 156.3
- 2S+1 = 1

Atom charges from the natural (NBO) analysis, given in e for atoms 1 to 8: atom 1 (N): 0.06, atom 2 (C): -0.37, atom 3 (N): -0.30, atom 4 (C): -0.03, atom 5 (C): 0.01, atom 6 (O): -0.47, atom 7 (S): 0.02, atom 8 (H): 0.45